Record 1
14
Properties=species:S:1:pos:R:3:lowdin_charge:R:1 method="wB97M-V/def2-TZVPD" max_force_ev_per_a=1.5 homo_ev=-8.82 relative_energy_kj_mol=196.71 lumo_energy_ev=1.085 gap_ev=9.9
H 0.744 -0.046 -1.590 0.070
C 2.037 0.024 1.499 -0.147
H -2.137 0.726 0.550 0.078
H 2.030 0.762 2.295 0.067
C 1.065 -0.494 -0.651 -0.151
O -2.193 -0.532 -1.010 -0.010
H 0.259 -1.116 -0.280 0.057
H 1.616 1.366 -0.090 0.080
H 1.545 -0.902 1.792 0.073
H 3.050 -0.220 1.172 0.067
C -2.618 0.386 -0.377 -0.144
H 1.991 -1.037 -0.870 0.070
H -3.514 0.936 -0.709 0.076
N 1.220 0.569 0.392 -0.187

Record 2
23
Properties=species:S:1:pos:R:3:lowdin_charge:R:1 method="wB97M-V/def2-TZVPD" max_force_ev_per_a=3.4 homo_ev=-9.45 relative_energy_kj_mol=172.89 lumo_energy_ev=0.777 gap_ev=10.2
H -2.418 -1.773 -0.579 0.066
C -0.742 0.743 1.151 -0.187
C 1.098 -1.302 -1.822 -0.063
H 1.856 -2.086 -1.916 0.078
C 0.906 -0.888 -0.358 -0.355
H 2.999 -1.223 0.094 0.078
H 0.160 -1.688 -2.237 0.082
C -0.164 0.190 -0.245 -0.340
H -0.869 2.653 2.099 0.077
H -2.413 2.063 1.469 0.085
H 2.583 0.489 -0.132 0.082
C -1.337 2.111 1.270 -0.051
H 2.118 -0.354 1.354 0.075
O -0.087 1.203 -1.268 0.005
H -0.317 0.389 2.080 0.139
H -3.126 -1.161 1.031 0.063
H 0.471 1.944 -0.978 0.106
C 2.228 -0.463 0.270 -0.067
H -1.192 2.717 0.370 0.076
C -2.370 -1.085 0.259 0.102
H 0.579 -1.790 0.179 0.143
C -1.375 -0.231 0.356 -0.272
H 1.412 -0.458 -2.446 0.079

Record 3
56
Properties=species:S:1:pos:R:3:lowdin_charge:R:1 method="wB97M-V/def2-TZVPD" max_force_ev_per_a=1.1 homo_ev=-6.61 lumo_energy_ev=0.331 gap_ev=6.9
H -1.575 2.956 0.135 0.100
C -0.905 -3.374 -1.256 -0.613
N -1.518 0.839 0.374 -0.288
C 2.297 2.641 2.115 -0.082
C 3.260 3.589 0.122 -0.084
H 1.675 -1.601 -1.967 0.092
S -0.357 -0.700 2.748 0.538
Pt -0.249 -0.970 0.483 0.621
H -2.398 -0.381 4.726 0.101
C -2.377 0.775 1.553 -0.294
H -1.601 -3.832 -5.061 0.098
C -1.016 -2.477 -3.509 -0.051
H -0.066 2.170 -0.414 0.080
C -1.914 0.122 2.708 -0.596
O 2.785 -1.361 0.421 -0.556
H -5.397 1.854 2.637 0.099
H 1.757 2.761 3.046 0.113
C -2.734 0.135 3.836 -0.113
C 2.592 3.747 1.328 -0.083
C -1.416 -3.705 -4.004 -0.094
C -1.568 -4.771 -3.124 -0.093
H 4.876 -0.492 2.112 0.058
H 0.986 -0.598 -3.278 0.095
C -3.617 1.393 1.535 -0.039
C -1.202 0.148 -1.989 -0.153
H 4.155 2.182 -1.239 0.106
C 2.676 1.373 1.704 -0.092
C -0.855 2.153 0.337 -0.048
C 3.360 1.227 0.508 -0.399
H -1.721 -0.045 -2.928 0.122
C -2.206 0.479 -0.889 -0.168
H 5.590 -1.649 0.956 0.051
H 2.291 4.735 1.651 0.105
H -0.550 1.008 -2.148 0.111
H 1.455 0.142 -1.725 0.068
S -0.543 -3.252 0.450 0.572
C 3.642 2.322 -0.295 -0.096
H 6.009 0.084 0.846 0.056
H -4.590 0.741 4.702 0.102
H -3.963 1.886 0.635 0.109
C -1.310 -4.610 -1.781 -0.119
S 3.828 -0.426 -0.046 0.880
H 2.416 0.499 2.287 0.086
H -0.396 2.321 1.308 0.084
C -4.423 1.384 2.663 -0.091
C 5.227 -0.632 1.091 -0.229
H -2.822 -0.396 -0.677 0.137
H -1.880 -5.739 -3.496 0.103
N -0.317 -1.009 -1.637 -0.299
H 3.479 4.450 -0.495 0.104
C -0.784 -2.304 -2.150 -0.283
H -0.888 -1.647 -4.194 0.108
H -2.858 1.290 -1.235 0.123
C 1.039 -0.749 -2.196 -0.067
H -1.409 -5.446 -1.100 0.100
C -3.968 0.760 3.816 -0.091

Record 4
16
Properties=species:S:1:pos:R:3:lowdin_charge:R:1 method="wB97M-V/def2-TZVPD" max_force_ev_per_a=3.3 homo_ev=-9.42 relative_energy_kj_mol=110.96 lumo_energy_ev=0.575 gap_ev=10.0
O -0.526 -2.367 -1.672 0.130
C -0.523 -1.192 -1.538 -0.530
H -0.395 2.224 0.398 0.068
C -0.798 -0.463 -0.148 -0.073
H -1.084 -1.304 0.483 0.121
N 1.361 -0.536 1.107 0.039
H 1.053 0.504 -0.650 0.134
H 1.905 -1.267 0.692 0.075
H -1.654 0.172 -0.393 0.119
C 0.107 1.525 1.062 -0.052
H 0.868 -0.891 1.905 0.075
O -0.534 -0.329 -2.569 0.104
H 0.957 2.007 1.539 0.072
H -0.672 0.576 -2.271 0.107
H -0.568 1.109 1.807 0.073
C 0.503 0.230 0.249 -0.460

Record 5
25
Properties=species:S:1:pos:R:3:lowdin_charge:R:1 method="wB97M-V/def2-TZVPD" max_force_ev_per_a=4.4 homo_ev=-8.15 relative_energy_kj_mol=0.00 lumo_energy_ev=0.301 gap_ev=8.5
C -1.380 1.885 -0.004 -0.044
H -3.469 2.625 -0.379 0.125
C 2.681 -0.818 0.344 -0.117
C -3.463 0.503 0.134 -0.055
H -0.764 -3.604 -0.791 -0.051
C 1.662 1.668 -0.116 -0.027
H 1.313 2.683 -0.155 0.100
N -0.162 -2.894 -0.979 -0.074
H 3.292 -1.747 0.748 0.145
C -1.311 -0.509 0.368 -0.253
H 4.614 0.127 0.180 0.104
C -2.750 1.771 -0.065 -0.067
C -0.643 0.714 0.114 -0.193
H 3.723 2.245 -0.603 0.128
C 0.794 0.588 0.153 -0.188
H -0.302 -2.746 1.878 0.025
C 1.320 -0.715 0.250 -0.213
H -0.443 -2.549 -1.926 0.070
C 3.543 0.200 0.023 -0.116
H -0.844 2.783 -0.325 0.109
H -4.532 0.448 0.087 0.086
C 3.001 1.430 -0.272 -0.101
C -2.661 -0.602 0.390 -0.125
H -3.102 -1.577 0.476 0.095
Si -0.119 -1.908 0.469 0.640

Record 6
40
Properties=species:S:1:pos:R:3:lowdin_charge:R:1 method="wB97M-V/def2-TZVPD" max_force_ev_per_a=0.8 homo_ev=-8.47 relative_energy_kj_mol=27.43 lumo_energy_ev=0.642 gap_ev=9.1
C -3.328 1.424 0.671 -0.087
Br -0.903 2.114 -0.641 0.816
H -6.116 0.253 2.237 0.076
H 1.923 -1.235 0.644 0.110
H 3.560 1.260 0.015 0.111
C 5.809 -0.852 1.261 -0.227
H 7.322 -0.273 -0.843 0.088
H 3.744 -0.591 1.810 0.105
H 3.363 -0.212 -1.853 0.120
Cl -2.990 -3.010 -0.067 0.729
H 1.180 -1.309 -2.313 0.122
H 1.411 0.153 -0.327 0.079
C -4.293 0.547 1.155 -0.279
H 4.727 0.883 1.881 0.125
H 3.926 -1.514 -0.796 0.112
C -3.028 -1.294 0.214 -0.548
H 8.149 1.054 0.018 0.085
H -5.157 1.638 2.774 0.084
H 5.891 -1.409 2.198 0.121
C -5.479 1.067 1.904 -0.047
N 4.110 0.409 -0.043 -0.086
H -0.294 -2.337 0.154 0.119
C -0.261 -1.967 -0.877 -0.232
C 4.521 -0.011 1.288 -0.201
C 7.217 0.499 -0.070 -0.118
H 5.773 -1.566 0.426 0.112
H -0.738 -2.701 -1.537 0.101
C -4.124 -0.806 0.915 -0.075
C 1.185 -1.741 -1.311 -0.170
H 1.685 -2.710 -1.356 0.121
C -2.236 0.931 -0.005 -0.571
O -0.928 -0.719 -0.971 -0.118
H -3.423 2.487 0.833 0.112
C -2.037 -0.434 -0.261 -0.336
H 6.404 1.171 -0.354 0.072
O 6.987 -0.087 1.191 -0.191
H -6.065 1.731 1.270 0.085
C 1.929 -0.807 -0.361 -0.194
C 3.375 -0.571 -0.819 -0.232
H -4.861 -1.512 1.266 0.107